Record 1
Here is a 3-piece molecular cluster, C19H40BBrN4O6 overall from the Open Molecules 2025 dataset. Energies are from wB97M-V/def2-TZVPD.

Each line ends with the Mulliken charge.
Geometry (Å):
C  -0.0036  1.0317  0.6714  -1.356
C  1.2340  0.2318  0.3155  0.229
Br  2.4609  0.3732  1.8489  -0.149
C  2.0246  0.7308  -0.8930  -1.618
C  1.2250  0.8739  -2.2182  1.715
C  0.1872  -0.1514  -2.2891  -0.759
N  -0.5702  -1.0189  -2.2959  -0.554
C  0.5597  2.2686  -2.3530  -0.462
C  1.5365  3.3487  -2.2522  0.100
N  2.3183  4.1876  -2.2013  -0.510
B  2.1790  0.5736  -3.4833  0.329
O  2.8165  -0.6322  -3.5067  -0.524
O  2.3760  1.4799  -4.5066  -0.533
H  -0.7817  0.9249  -0.0840  0.336
H  0.2180  2.0825  0.8482  0.303
H  -0.4302  0.6329  1.5903  0.470
H  0.9943  -0.8230  0.2372  0.408
H  2.8208  0.0061  -1.0654  0.440
H  2.5149  1.6650  -0.6275  0.554
H  0.0617  2.3672  -3.3175  0.576
H  -0.1954  2.4307  -1.5865  0.364
H  2.8964  -0.9198  -4.4264  0.298
H  1.6257  1.5599  -5.1080  0.330
C  2.2130  6.4595  2.8305  -0.727
O  1.7116  6.4033  4.1522  -0.346
C  0.6718  7.3337  4.4260  -0.794
C  -0.6401  6.6199  4.6669  -0.197
N  -1.1434  6.0224  3.4373  -0.278
C  -2.2887  5.1362  3.6153  -0.786
C  -2.0838  3.8562  4.4183  -0.454
O  -1.2217  2.9214  3.7980  -0.372
C  0.1592  3.0896  4.0720  -0.459
H  3.0727  5.7940  2.7804  0.241
H  1.4713  6.1286  2.0953  0.305
H  2.5399  7.4715  2.5740  0.343
H  0.5746  8.0625  3.6162  0.402
H  0.9485  7.8760  5.3347  0.390
H  -1.3759  7.3381  5.0403  0.394
H  -0.4680  5.8728  5.4541  0.188
H  -0.3953  5.4996  3.0008  0.026
H  -2.6290  4.8465  2.6178  0.366
H  -3.1023  5.7076  4.0733  0.421
H  -3.0563  3.3623  4.4947  0.342
H  -1.7539  4.0549  5.4449  0.358
H  0.3328  3.4970  5.0708  0.323
H  0.6395  3.7313  3.3272  0.135
H  0.6273  2.1077  4.0076  0.186
C  1.5119  -4.8440  -2.4427  -0.524
O  0.3819  -4.7962  -1.5970  -0.368
C  -0.7557  -4.1613  -2.1793  -0.761
C  -1.8666  -5.1613  -2.4128  -0.153
N  -1.5220  -6.0980  -3.4759  -0.342
C  -2.4450  -7.2189  -3.6195  -0.707
C  -2.5483  -8.2122  -2.4672  -0.463
O  -1.3769  -8.9768  -2.2558  -0.422
C  -0.4034  -8.3854  -1.4154  -0.534
H  2.3418  -5.2361  -1.8566  0.242
H  1.3526  -5.5008  -3.3057  0.310
H  1.7802  -3.8443  -2.8003  0.130
H  -0.4881  -3.6491  -3.1050  0.374
H  -1.1032  -3.4084  -1.4742  0.376
H  -2.7761  -4.6231  -2.6948  0.378
H  -2.0570  -5.6709  -1.4578  0.180
H  -0.5949  -6.4627  -3.3002  0.088
H  -2.1401  -7.7776  -4.5078  0.369
H  -3.4439  -6.8200  -3.8237  0.403
H  -3.3291  -8.9316  -2.7282  0.355
H  -2.8649  -7.7340  -1.5325  0.336
H  -0.8585  -7.7496  -0.6519  0.276
H  0.3240  -7.7998  -1.9848  0.174
H  0.1364  -9.1927  -0.9198  0.287

Structure (SMILES)   C[C@H](Br)C[C@@](C#N)(CC#N)B(O)O.COCCNCCOC.COCCNCCOC
Charge   0
E   -109315.2938 eV
HOMO level   -8.6 eV
LUMO   -0.2 eV
Gap between HOMO and LUMO   0.3087 Eh


Record 2
Here is C37H35ClN2NdS2Si2 as an isolated structure in a non-equilibrium geometry from the Open Molecules 2025 dataset. Energies are from wB97M-V/def2-TZVPD.

Each line ends with the Mulliken charge.
Geometry (Å):
C  -0.3210  -1.4174  4.9887  -0.487
C  0.6437  -1.7067  3.9838  -0.895
C  1.1271  -0.4630  3.4659  -0.566
H  0.9971  -2.7016  3.7068  0.673
C  0.4486  0.5893  4.1497  -0.653
C  -0.4474  -0.0015  5.0878  -0.728
H  -1.0811  0.5336  5.7976  0.698
H  -0.8193  -2.1479  5.6288  0.490
H  1.9284  -0.3333  2.7348  0.661
H  0.6240  1.6565  4.0095  0.555
Nd  -1.4226  -0.5928  2.6243  0.910
Si  1.6977  1.1626  -3.2218  0.649
C  1.2351  0.1581  -4.6992  0.120
C  0.1308  0.5637  -5.4631  -0.155
H  -0.4832  1.4037  -5.1269  0.358
C  -0.1748  -0.1220  -6.6401  -0.625
H  -1.0107  0.2156  -7.2517  0.386
C  0.5930  -1.2236  -7.0357  -0.423
H  0.3676  -1.7345  -7.9751  0.381
C  1.6499  -1.6654  -6.2270  -0.642
H  2.2359  -2.5383  -6.5191  0.403
C  1.9667  -0.9859  -5.0477  -0.232
H  2.7665  -1.3277  -4.3857  0.354
C  1.5083  2.9681  -3.6081  0.634
C  2.3673  3.4687  -4.5999  -0.562
H  3.0024  2.7851  -5.1699  0.312
C  2.4243  4.8444  -4.8395  -0.650
H  3.1169  5.2276  -5.5871  0.382
C  1.5953  5.7203  -4.1302  -0.465
H  1.6581  6.7947  -4.3069  0.375
C  0.6745  5.2079  -3.2093  -0.657
H  -0.0074  5.8865  -2.6958  0.380
C  0.6229  3.8359  -2.9464  -0.018
H  -0.1009  3.4490  -2.2240  0.166
H  3.1018  0.8568  -2.8918  -0.258
Si  0.1560  0.7109  -1.5436  -0.704
C  1.0341  1.6287  -0.1598  1.166
C  2.4274  1.4803  -0.0427  -0.501
H  2.9744  0.7847  -0.6895  0.365
C  3.1511  2.2493  0.8701  -0.985
H  4.2366  2.1388  0.9200  0.435
C  2.4783  3.1324  1.7161  -0.468
H  3.0407  3.7338  2.4315  0.406
C  1.0877  3.2504  1.6366  -0.846
H  0.5575  3.9250  2.3105  0.505
C  0.3593  2.4962  0.7122  -0.349
H  -0.7309  2.5801  0.6612  0.532
C  0.4509  -1.1208  -1.2872  0.952
C  1.3233  -1.5647  -0.2812  0.352
H  1.5991  -0.9164  0.5541  0.116
C  1.8979  -2.8330  -0.3697  -0.835
H  2.6235  -3.1470  0.3816  0.450
C  1.5281  -3.7028  -1.3958  -0.737
H  1.9830  -4.6915  -1.4703  0.432
C  0.5533  -3.3100  -2.3223  -0.626
H  0.2294  -3.9914  -3.1159  0.511
C  -0.0271  -2.0452  -2.2334  -0.657
H  -0.8201  -1.7459  -2.9262  0.376
H  -1.2808  1.0392  -1.5772  -0.097
Cl  -2.7480  0.0634  0.4971  -0.455
C  -0.7932  -4.1137  1.4999  -0.753
C  -1.8583  -4.0046  2.5290  0.542
N  -2.3657  -2.8481  2.9258  0.047
C  -3.3682  -2.9998  3.9074  0.025
C  -3.6166  -4.3228  4.2236  -0.413
S  -2.5857  -5.3911  3.3207  -0.131
C  -3.9149  -1.8110  4.5139  -0.040
C  -4.8166  -1.7121  5.5574  -0.433
S  -5.0217  -0.0614  6.0573  -0.135
C  -3.8914  0.4389  4.8153  0.661
N  -3.4131  -0.5614  4.0933  0.013
C  -3.5309  1.8637  4.5824  -1.075
H  -0.7246  -5.1612  1.1819  0.513
H  -1.0158  -3.4758  0.6300  0.036
H  0.1796  -3.8096  1.9199  0.172
H  -4.3384  -4.6424  4.9675  0.417
H  -5.2960  -2.5660  6.0231  0.405
H  -4.2960  2.4938  5.0534  0.437
H  -2.5554  2.0881  5.0413  0.244
H  -3.4771  2.0853  3.5046  0.255

Charge   +1
E   -107140.2188 eV
HOMO level (spin up / spin down)   -10.2 / -10.2 eV
⟨S²⟩   3.75
2S+1   4
LUMO (spin up / spin down)   -3.2 / -3.1 eV
Gap between HOMO and LUMO (spin up / spin down)   0.2579 / 0.2589 Eh


Record 3
Here is a 2-piece molecular cluster, C12H10BClN2O7P overall in a non-equilibrium geometry from the Open Molecules 2025 dataset. Energies are from wB97M-V/def2-TZVPD.

Each line ends with the Mulliken charge.
Geometry (Å):
C  -2.9442  2.0298  0.2428  -0.878
C  -1.9964  2.0787  -0.7128  -0.969
C  -0.7974  1.1947  -0.5773  0.747
C  -1.0004  -0.1865  -0.6945  -0.330
P  -2.6515  -0.8629  -1.0557  0.615
N  -3.3957  -0.2084  -2.2775  -0.840
C  0.0948  -1.0430  -0.5320  -0.004
B  -0.0853  -2.6245  -0.5802  0.749
O  0.4312  -3.3952  -1.5710  -0.580
O  -0.8257  -3.2263  0.4373  -0.556
C  1.3760  -0.5219  -0.3115  0.268
Cl  2.6468  -1.6523  -0.1177  -0.141
C  1.5908  0.8547  -0.2229  0.347
C  0.4769  1.7034  -0.3381  0.560
C  0.6785  3.1672  -0.1948  0.308
O  -0.1393  3.9932  -0.5290  -0.578
C  1.9360  3.6216  0.4300  -0.541
C  2.9993  2.8377  0.5410  -0.643
C  2.9381  1.4610  -0.0149  0.076
O  3.9701  0.9200  -0.3092  -0.537
H  -2.6088  2.0169  1.2737  0.289
H  -3.9994  1.9569  0.0144  0.391
H  -2.0688  2.7227  -1.5810  0.441
H  -3.4077  -0.8049  0.1329  0.084
H  -2.4801  -2.2288  -1.3614  -0.044
H  -2.8502  0.5353  -2.6895  0.284
H  0.3126  -4.3169  -1.3128  0.324
H  -1.6582  -3.5693  0.1013  0.292
H  1.9327  4.6282  0.8238  0.420
H  3.9283  3.1250  1.0061  0.423
N  1.8987  -3.5528  2.9989  0.913
O  2.9983  -3.9950  2.5998  -0.656
O  1.1921  -4.2300  3.7697  -0.658
O  1.5078  -2.4282  2.6121  -0.577

Charge   -1
E   -52403.9916 eV
HOMO level   -4.4 eV
LUMO   0.8 eV
Gap between HOMO and LUMO   0.1901 Eh


Record 4
Here is a 10-piece molecular cluster, C19H38Cl8F6O15P overall in a non-equilibrium geometry from the Open Molecules 2025 dataset. Energies are from wB97M-V/def2-TZVPD.

Each line ends with the Mulliken charge.
Geometry (Å):
P  -0.8990  1.3734  -0.3519  1.529
F  -1.6610  2.7857  -0.0580  -0.416
F  -1.9835  1.1218  -1.5410  -0.276
F  0.1055  2.1450  -1.3554  -0.601
F  -0.1401  0.0116  -0.8024  -0.321
F  0.0879  1.5726  0.8949  -0.226
F  -1.8985  0.5934  0.6564  -0.348
C  -3.3007  0.4324  3.4940  -0.540
O  -3.3286  -0.9626  3.1446  -0.148
C  -4.5571  -1.4986  3.1408  0.729
O  -5.5863  -0.9426  3.3373  -0.571
O  -4.5173  -2.7910  2.8110  -0.375
C  -3.2815  -3.4501  2.5666  -0.333
H  -3.3017  0.5833  4.5665  0.390
H  -4.0755  0.9643  2.9467  0.472
H  -2.3910  0.8029  3.0307  -0.254
H  -2.6165  -3.3511  3.4246  0.236
H  -2.8284  -3.1859  1.6157  0.065
H  -3.5098  -4.5179  2.5423  0.273
C  4.1117  -0.3489  -4.7752  -0.611
O  2.8303  0.1787  -4.9405  -0.323
C  2.4940  1.3074  -4.3576  0.948
O  3.2037  1.9890  -3.6772  -0.590
O  1.2352  1.5741  -4.6704  -0.284
C  0.6983  2.8465  -4.3170  -0.657
H  4.8847  0.3387  -5.1328  0.304
H  4.3276  -1.2108  -5.4104  0.268
H  4.3173  -0.6769  -3.7575  0.197
H  -0.3591  2.7325  -4.5491  0.251
H  1.1328  3.6249  -4.9499  0.388
H  0.8632  3.1057  -3.2751  0.187
C  -5.6700  -5.1363  -2.5865  -0.690
O  -5.4322  -4.1222  -1.6373  -0.353
C  -4.2129  -3.6141  -1.6052  0.754
O  -3.2784  -4.0541  -2.2148  -0.554
O  -4.1812  -2.5754  -0.8094  -0.332
C  -2.9367  -1.8538  -0.7337  -0.469
H  -6.7138  -5.4185  -2.4628  0.242
H  -4.9695  -5.9629  -2.4986  0.298
H  -5.6381  -4.7780  -3.6203  0.299
H  -3.0360  -1.1836  0.1125  -0.134
H  -2.9291  -1.1583  -1.5720  0.472
H  -2.0846  -2.5195  -0.6598  0.370
C  4.2767  -3.8961  2.8940  -0.600
O  4.0256  -3.7418  1.5208  -0.404
C  3.6855  -2.5419  1.0420  0.843
O  3.8307  -1.4898  1.6045  -0.489
O  3.1072  -2.7484  -0.1305  -0.397
C  2.5582  -1.6035  -0.8066  0.731
H  4.7411  -4.8716  3.0075  0.249
H  3.3945  -3.8440  3.5372  0.239
H  4.9383  -3.1301  3.3078  0.282
H  1.9192  -1.9605  -1.6141  -0.132
H  3.3572  -0.9747  -1.1899  0.037
H  1.8866  -1.0984  -0.1172  -0.362
C  5.9338  3.3661  2.9401  -0.648
O  4.6557  3.9568  3.0560  -0.352
C  3.6652  3.4592  2.3062  0.768
O  2.5311  3.7446  2.4948  -0.512
O  4.1237  2.6059  1.4139  -0.455
C  3.1717  1.8591  0.6473  0.037
H  6.5754  3.8680  3.6631  0.279
H  6.4139  3.3893  1.9633  0.259
H  5.9099  2.3203  3.2579  0.275
H  3.6612  1.3132  -0.1458  0.131
H  2.3660  2.5129  0.3110  0.274
H  2.6559  1.2235  1.3704  -0.039
C  -1.6810  3.5305  3.3734  0.629
Cl  -3.4333  3.8023  3.3954  -0.175
Cl  -1.2049  2.9294  4.9763  -0.182
H  -1.3992  2.8036  2.6244  -0.645
H  -1.1431  4.4603  3.2360  0.352
C  -0.5537  -0.8854  -3.8948  0.767
Cl  -0.2515  -2.3977  -3.0261  -0.173
Cl  -2.0941  -0.8902  -4.7208  -0.207
H  -0.5686  -0.0569  -3.1937  -0.774
H  0.2625  -0.7374  -4.5918  0.272
C  -2.7009  4.8887  -1.9848  0.372
Cl  -4.1423  3.9490  -2.4531  -0.185
Cl  -3.0004  5.8941  -0.5602  -0.164
H  -1.8697  4.1974  -1.9072  -0.411
H  -2.5266  5.5080  -2.8599  0.329
C  0.7567  -0.6112  2.9695  2.802
Cl  1.8488  0.0472  4.2060  -0.175
Cl  0.1887  -2.2387  3.3751  -0.217
H  -0.0546  0.0749  2.7479  -0.855
H  1.2087  -0.7570  1.9914  -1.642

Charge   -1
E   -176814.2980 eV
HOMO level   -8.3 eV
LUMO   2.2 eV
Gap between HOMO and LUMO   0.3882 Eh


- Among the records above, which one has the lowest E?
  C19H38Cl8F6O15P